# 1
Below is 16 unconnected molecules or ions with the total composition H32O16 at a distorted geometry, with properties calculated with wB97M-V/def2-TZVPD.

Its HOMO energy is -10.202 eV. The calculation puts the maximum force at 0.0546 hartree/bohr. The calculation puts the lowest unoccupied orbital energy at -0.29 eV. The energy above the lowest of the compared OMol25 structures with the same formula, charge and spin is 100.5 kcal per mole. The spin multiplicity is 1.

Each line ends with the natural charge from an NBO analysis.
Element x y z (Å)
1 O -0.434 -2.820 1.455  -0.971
2 H -0.422 -3.622 1.981  0.496
3 H 0.019 -2.993 0.610  0.496
4 O -0.198 -2.751 -1.660  -1.001
5 H -1.023 -3.010 -1.252  0.490
6 H -0.339 -1.901 -2.089  0.497
7 O 2.177 3.095 1.348  -0.981
8 H 1.798 3.088 2.214  0.462
9 H 2.032 2.175 1.002  0.492
10 O -1.717 -0.614 2.899  -0.963
11 H -1.131 -1.282 2.523  0.498
12 H -2.609 -0.888 2.826  0.460
13 O -3.422 1.498 0.982  -0.992
14 H -2.474 1.731 1.002  0.500
15 H -3.459 1.342 1.977  0.483
16 O 1.914 -0.146 -2.747  -0.977
17 H 2.014 -0.764 -2.065  0.507
18 H 2.276 -0.578 -3.495  0.488
19 O 2.722 0.437 0.803  -0.975
20 H 1.916 -0.074 0.641  0.488
21 H 3.017 0.808 -0.015  0.486
22 O -0.745 2.001 1.535  -0.992
23 H -0.360 1.317 1.011  0.500
24 H -0.343 2.849 1.414  0.490
25 O 0.168 0.085 -0.005  -1.021
26 H -0.680 -0.304 -0.159  0.509
27 H 0.308 0.832 -0.663  0.509
28 O -0.032 2.497 -1.229  -0.963
29 H -0.952 2.717 -1.369  0.483
30 H 0.408 3.323 -1.031  0.505
31 O 0.945 1.044 3.470  -0.959
32 H 0.347 1.192 2.727  0.483
33 H 0.786 1.755 4.086  0.456
34 O -0.827 -0.505 -3.146  -0.960
35 H -1.488 0.190 -3.186  0.470
36 H -0.028 -0.018 -3.129  0.500
37 O 3.141 1.882 -1.419  -0.969
38 H 3.688 2.332 -2.054  0.481
39 H 2.450 1.460 -1.936  0.493
40 O -2.538 -3.352 -0.154  -0.969
41 H -3.324 -2.819 -0.233  0.481
42 H -1.872 -2.872 0.309  0.487
43 O -2.349 -0.562 -0.550  -0.976
44 H -2.545 -0.638 -1.454  0.473
45 H -3.056 -0.005 -0.193  0.515
46 O 2.327 -2.311 -0.826  -0.962
47 H 1.395 -2.233 -0.808  0.479
48 H 2.522 -2.587 0.048  0.476


# 2
Below is 16 unconnected molecules or ions with the total composition H32O16 at a distorted geometry, with properties calculated with wB97M-V/def2-TZVPD.

Its HOMO energy is -9.988 eV. The calculation puts the maximum force at 0.0760 hartree/bohr. The calculation puts the lowest unoccupied orbital energy at -0.61 eV. The energy above the lowest of the compared OMol25 structures with the same formula, charge and spin is 112.2 kcal per mole. The spin multiplicity is 1.

Each line ends with the natural charge from an NBO analysis.
Element x y z (Å)
1 O 3.258 -1.578 2.371  -0.951
2 H 3.623 -1.677 3.304  0.476
3 H 2.414 -1.132 2.420  0.471
4 O -1.949 2.561 0.914  -0.982
5 H -2.620 3.239 1.169  0.486
6 H -1.233 2.518 1.524  0.500
7 O 1.733 -3.363 0.677  -0.980
8 H 1.292 -2.635 1.096  0.463
9 H 1.454 -3.360 -0.228  0.488
10 O 1.147 -2.808 -1.808  -0.966
11 H 0.555 -2.234 -2.297  0.480
12 H 1.826 -2.202 -1.631  0.488
13 O -0.201 2.026 -2.682  -0.981
14 H 0.240 2.629 -2.072  0.515
15 H -0.411 2.476 -3.469  0.481
16 O 1.579 2.799 -0.432  -0.970
17 H 1.645 3.284 0.381  0.462
18 H 1.091 2.023 -0.229  0.491
19 O 1.734 -0.011 -3.479  -0.941
20 H 1.354 0.543 -4.170  0.453
21 H 0.901 -0.365 -3.179  0.468
22 O 0.441 -1.300 2.140  -0.974
23 H -0.328 -1.878 2.214  0.518
24 H 0.420 -1.012 3.043  0.480
25 O 2.702 -0.951 -0.547  -0.991
26 H 3.314 -0.214 -0.587  0.488
27 H 3.046 -1.597 0.058  0.511
28 O 0.139 0.457 -0.074  -0.981
29 H 0.280 0.160 0.810  0.490
30 H 0.488 -0.222 -0.605  0.499
31 O -0.671 -0.900 -2.546  -0.995
32 H -0.854 0.042 -2.366  0.519
33 H -1.398 -1.220 -3.143  0.512
34 O 0.210 1.778 2.735  -0.946
35 H 0.993 1.605 2.309  0.472
36 H 0.594 2.196 3.508  0.488
37 O -2.828 1.453 -1.766  -0.959
38 H -1.874 1.458 -1.804  0.479
39 H -3.054 2.301 -1.385  0.469
40 O -2.072 -0.013 3.474  -0.968
41 H -2.517 0.001 2.656  0.482
42 H -1.245 0.408 3.179  0.459
43 O -2.023 -2.336 -0.547  -0.993
44 H -2.433 -1.589 -0.080  0.490
45 H -1.443 -1.984 -1.227  0.472
46 O -2.966 -0.143 0.893  -0.970
47 H -2.474 0.656 0.736  0.511
48 H -3.879 0.111 0.742  0.486


# 3
Below is 17 unconnected molecules or ions with the total composition H32O20S at a distorted geometry, with properties calculated with wB97M-V/def2-TZVPD.

Its HOMO energy is -1.559 eV. The calculation puts the maximum force at 0.0641 hartree/bohr. The calculation puts the lowest unoccupied orbital energy at 3.89 eV. The energy above the lowest of the compared OMol25 structures with the same formula, charge and spin is 125.7 kcal per mole. The spin multiplicity is 1. The net charge is -2.

Each line ends with the natural charge from an NBO analysis.
Element x y z (Å)
1 S -0.660 -0.041 0.182  2.601
2 O -2.080 -0.102 -0.281  -1.147
3 O 0.206 0.316 -0.943  -1.151
4 O -0.590 0.936 1.233  -1.135
5 O -0.168 -1.327 0.739  -1.157
6 O 0.664 -0.668 -4.902  -0.973
7 H 0.146 -1.464 -5.027  0.471
8 H 0.503 -0.419 -3.992  0.501
9 O 2.527 3.568 -2.924  -0.943
10 H 1.960 2.811 -2.776  0.488
11 H 2.405 3.783 -3.848  0.455
12 O -0.499 -5.993 0.589  -0.943
13 H -0.224 -5.082 0.687  0.487
14 H 0.294 -6.502 0.756  0.455
15 O -5.152 2.442 0.657  -0.967
16 H -4.735 1.589 0.533  0.491
17 H -4.470 3.077 0.439  0.475
18 O 3.653 -2.444 -1.391  -0.955
19 H 2.730 -2.395 -1.145  0.492
20 H 3.651 -2.387 -2.346  0.463
21 O 4.396 1.803 0.441  -0.958
22 H 4.451 0.889 0.159  0.474
23 H 3.607 2.138 0.014  0.484
24 O 0.697 6.034 3.613  -0.946
25 H -0.202 6.352 3.530  0.466
26 H 0.612 5.082 3.665  0.480
27 O 3.351 -4.084 2.676  -0.948
28 H 3.003 -3.247 2.369  0.486
29 H 3.006 -4.729 2.058  0.462
30 O -2.694 1.234 -4.220  -0.960
31 H -2.477 0.794 -3.398  0.498
32 H -2.084 0.866 -4.858  0.460
33 O -0.453 -2.594 4.597  -0.957
34 H -0.328 -2.396 3.669  0.496
35 H 0.423 -2.530 4.976  0.460
36 O -2.666 1.999 4.662  -0.952
37 H -2.176 1.624 5.393  0.460
38 H -2.050 1.991 3.930  0.491
39 O 1.705 1.391 4.913  -0.960
40 H 1.231 1.237 4.096  0.495
41 H 2.572 1.688 4.634  0.465
42 O -3.101 -3.417 -2.819  -0.963
43 H -3.102 -2.646 -2.252  0.493
44 H -2.513 -4.034 -2.383  0.468
45 O 4.559 0.414 -5.318  -0.942
46 H 3.650 0.166 -5.147  0.482
47 H 4.497 1.120 -5.962  0.460
48 O -4.337 -3.477 1.454  -0.961
49 H -3.646 -3.840 2.008  0.468
50 H -3.945 -2.697 1.061  0.492
51 O -2.269 4.689 -1.144  -0.962
52 H -1.703 4.123 -0.620  0.489
53 H -2.176 4.360 -2.039  0.472


# 4
Below is a molecular structure, H33MnO18P at a distorted geometry, with properties calculated with wB97M-V/def2-TZVPD.

Its HOMO energy (spin up / spin down) is -20.850 / -21.814 eV. The calculation puts the maximum force at 0.0792 hartree/bohr. The expectation value of S² is 8.752. The calculation puts the lowest unoccupied orbital energy (spin up / spin down) at -13.79 / -13.80 eV. The energy above the lowest of the compared OMol25 structures with the same formula, charge and spin is 76.5 kcal per mole. The spin multiplicity is 6. The net charge is +4.

Each line ends with the Mulliken spin population.
Element x y z (Å)
1 O 5.648 -2.261 10.675  0.000
2 H 5.898 -3.058 10.202  0.000
3 H 5.896 -2.364 11.597  0.000
4 H 4.694 -2.350 10.735  0.000
5 O 2.896 -4.683 12.664  0.000
6 H 3.780 -4.997 12.867  0.000
7 H 2.973 -3.863 12.169  -0.001
8 H 2.372 -4.606 13.465  0.000
9 O 4.517 -1.124 13.935  0.000
10 H 3.991 -0.815 13.193  -0.001
11 H 3.993 -1.635 14.557  0.000
12 H 5.174 -1.729 13.584  0.000
13 O 3.164 -2.320 8.343  0.001
14 H 3.569 -3.149 8.606  0.000
15 H 2.522 -2.516 7.658  0.000
16 H 2.693 -1.909 9.072  0.015
17 O 0.502 -1.853 14.444  0.001
18 H 1.096 -2.504 14.825  -0.001
19 H 0.587 -1.011 14.898  -0.001
20 H 0.701 -1.703 13.517  0.006
21 Mn 0.107 -0.732 10.412  4.796
22 P 2.322 -1.276 11.425  -0.013
23 O 3.313 -2.471 11.334  -0.004
24 O 3.007 -0.123 12.197  0.011
25 O 0.959 -1.709 11.995  0.002
26 O 1.997 -0.852 9.974  0.012
27 O 1.690 0.576 14.231  0.000
28 H 2.140 0.393 13.406  0.000
29 H 2.268 1.186 14.689  0.000
30 O -0.462 0.352 8.828  0.040
31 H -0.026 0.203 7.989  0.003
32 H -1.142 0.996 8.634  0.004
33 O 2.369 2.320 11.627  0.001
34 H 3.011 2.932 11.987  0.000
35 H 2.663 1.460 11.928  0.002
36 O 5.031 0.597 10.742  0.000
37 H 4.352 0.411 11.391  -0.001
38 H 4.570 0.591 9.903  0.000
39 O 0.063 -4.088 11.934  0.001
40 H 0.370 -4.413 11.087  -0.001
41 H 0.329 -3.169 11.949  0.008
42 O -1.827 -1.059 11.175  0.033
43 H -2.222 -1.742 11.717  0.004
44 H -2.507 -0.389 11.101  0.001
45 O 2.849 0.979 8.209  0.001
46 H 2.508 0.618 9.027  0.011
47 H 2.211 0.714 7.546  -0.001
48 O 0.115 1.086 11.495  0.034
49 H -0.562 1.712 11.752  0.004
50 H 0.923 1.598 11.482  0.000
51 O -0.314 -2.504 9.231  0.031
52 H -0.977 -3.181 9.097  0.003
53 H 0.141 -2.443 8.391  -0.001